# 1
DFT (ωB97M-V with the def2-TZVPD basis set) results for a molecular structure, C76H60BrGeNO2PS2Se2Zr at a distorted geometry.

Energy (hartree): -13775.51985
Spin multiplicity: 2
Relative energy (zero: lowest compared OMol25 entry of this formula, charge and spin) (kcal/mol): 57.6
Charge: +2

Each line ends with the Löwdin spin population.
Cartesian coordinates (Å):
Zr  0.08515  -0.27403  0.11897  0.2245
Se  0.62430  -2.22570  -1.74660  0.0149
P  2.65334  -2.03809  -1.00295  0.0212
Se  2.77170  -0.57816  0.61742  0.0439
C  3.26535  -3.64567  -0.42451  0.0052
C  3.22093  -4.70969  -1.32327  0.0009
C  3.67864  -5.95411  -0.92849  0.0004
C  4.16686  -6.13743  0.35896  -0.0002
C  4.19786  -5.07794  1.25264  0.0002
C  3.74625  -3.82488  0.86581  0.0001
C  3.77752  -1.48077  -2.32403  0.0045
C  4.92199  -0.75867  -1.99893  0.0005
C  5.79599  -0.37618  -3.00444  0.0000
C  5.53160  -0.71467  -4.32461  0.0001
C  4.38427  -1.42529  -4.64594  0.0002
C  3.50214  -1.80930  -3.64767  0.0010
H  2.81955  -4.55728  -2.31855  0.0001
H  3.65777  -6.78191  -1.62448  0.0001
H  4.52183  -7.11103  0.66913  0.0000
H  4.57891  -5.22563  2.25433  0.0000
H  3.77669  -2.99779  1.56273  0.0000
H  5.13630  -0.50036  -0.97008  0.0001
H  6.69202  0.17661  -2.75454  0.0000
H  6.22962  -0.43151  -5.10124  0.0000
H  4.18045  -1.68981  -5.67515  0.0001
H  2.60177  -2.36086  -3.88956  0.0003
C  -5.52074  5.46837  3.38027  0.0000
C  -4.68472  4.27435  3.02873  0.0001
C  -3.74944  3.76043  3.92015  0.0000
C  -3.03371  2.61226  3.62049  0.0003
C  -3.24067  1.97594  2.40751  0.0001
C  -4.13804  2.49602  1.48217  0.0001
C  -4.85266  3.63450  1.79726  0.0001
S  -2.30488  0.46770  2.09369  0.0067
O  -1.49080  0.87516  0.85975  0.0575
C  -3.81557  -0.49913  1.80322  0.0014
C  -4.17138  -0.78253  3.15061  0.0002
C  -5.45696  -0.97502  3.54024  0.0001
C  -6.48525  -0.71295  2.61022  0.0000
C  -7.83750  -0.63339  3.01088  0.0000
C  -8.81833  -0.35126  2.10455  0.0000
C  -8.47527  -0.11204  0.76106  0.0000
C  -7.17675  -0.20243  0.34556  0.0000
C  -6.13518  -0.54299  1.24609  0.0001
C  -4.75793  -0.62742  0.78887  0.0001
C  -4.63814  -1.03259  -0.66182  0.0003
C  -5.42499  -2.20722  -0.99036  0.0000
C  -5.84412  -3.14514  -0.01152  0.0001
C  -6.67094  -4.18381  -0.33112  0.0000
C  -7.14737  -4.34667  -1.64602  0.0001
C  -6.69775  -3.51615  -2.62988  0.0000
C  -5.79047  -2.47133  -2.33688  0.0001
C  -5.22030  -1.70150  -3.37035  -0.0001
C  -4.27151  -0.77446  -3.07281  0.0000
C  -3.98856  -0.43607  -1.73276  0.0000
S  -2.59709  0.65125  -1.43894  0.0019
O  -1.52118  -0.43811  -1.21378  0.0002
C  -2.19407  1.25109  -3.07492  0.0002
C  -1.20814  0.63849  -3.83036  0.0000
C  -0.89178  1.15801  -5.07658  0.0000
C  -1.55330  2.27684  -5.58013  0.0000
C  -1.26606  2.79130  -6.95939  0.0000
C  -2.51443  2.89791  -4.77985  0.0000
C  -2.83204  2.39991  -3.52940  0.0000
H  -5.08099  6.03522  4.19830  0.0000
H  -6.51586  5.14466  3.69353  0.0000
H  -5.65587  6.12203  2.51909  0.0000
H  -3.57564  4.25638  4.86707  0.0000
H  -2.30201  2.22765  4.32135  0.0000
H  -4.27746  2.01660  0.52348  0.0000
H  -5.56640  4.03288  1.08640  0.0000
H  -3.36555  -0.84642  3.87599  0.0000
H  -5.69126  -1.25473  4.55872  0.0000
H  -8.07553  -0.77236  4.05793  0.0000
H  -9.85419  -0.29753  2.41052  0.0000
H  -9.24352  0.15560  0.04782  0.0000
H  -6.93157  0.02083  -0.68363  0.0000
H  -5.48481  -3.05781  1.00413  0.0000
H  -6.95666  -4.89656  0.43098  0.0000
H  -7.83083  -5.15290  -1.87480  0.0000
H  -7.00863  -3.65586  -3.65762  0.0000
H  -5.48565  -1.90142  -4.40034  0.0000
H  -3.75203  -0.26471  -3.86901  0.0000
H  -0.71268  -0.25179  -3.46663  0.0000
H  -0.12677  0.67209  -5.66908  0.0000
H  -0.46922  2.22446  -7.43562  0.0000
H  -0.98336  3.84464  -6.93585  0.0000
H  -2.16005  2.71201  -7.57981  0.0000
H  -3.02126  3.78133  -5.14942  0.0000
H  -3.59104  2.87729  -2.91874  0.0000
C  2.77705  2.31246  2.09586  0.0478
Ge  0.98253  1.43104  2.24862  0.3144
C  1.08872  0.51740  4.02389  0.0597
C  -0.01419  0.13343  4.78622  0.0173
C  0.15642  -0.43698  6.03695  0.0002
C  1.43438  -0.64683  6.53788  0.0190
C  2.53848  -0.30237  5.77224  0.0012
C  2.36662  0.25627  4.51419  0.0214
C  -0.04015  3.16368  2.14764  0.0681
C  -0.39543  3.58414  0.88948  0.0045
C  -0.84353  4.89448  0.64178  0.0006
C  -0.93043  5.78631  1.67052  -0.0010
C  -0.56946  5.40608  2.98237  0.0042
C  -0.62115  6.33529  4.04900  0.0007
C  -0.26990  5.97134  5.31641  0.0002
C  0.14858  4.65207  5.57796  -0.0005
C  0.22849  3.73550  4.56708  0.0025
C  -0.11979  4.07853  3.23644  0.0153
H  2.90589  2.91064  3.00000  0.0089
H  2.77893  2.98599  1.23897  -0.0003
H  3.61889  1.62929  1.99738  0.0002
H  -1.01422  0.29767  4.41741  0.0007
H  -0.71069  -0.71333  6.62339  -0.0002
H  1.56625  -1.07817  7.52120  0.0011
H  3.53765  -0.47349  6.15094  -0.0001
H  3.23357  0.51167  3.91732  0.0017
H  -0.34751  2.89584  0.05623  0.0019
H  -1.09694  5.19092  -0.36894  0.0002
H  -1.26862  6.80127  1.49988  -0.0001
H  -0.93277  7.35045  3.83413  0.0002
H  -0.29239  6.69462  6.12058  0.0000
H  0.41122  4.36663  6.58845  0.0000
H  0.57225  2.73316  4.77843  0.0009
Br  -1.92480  -5.44391  4.23057  0.0007
C  -1.30053  -4.05918  3.09239  0.0022
C  -2.01867  -3.73030  1.95464  0.0000
C  -1.58602  -2.67438  1.16676  0.0009
C  -0.43937  -1.92134  1.48470  0.0044
C  0.27866  -2.33019  2.61807  0.0019
C  -0.13948  -3.38032  3.42176  -0.0004
H  -2.89815  -4.29906  1.68154  0.0000
H  -2.15426  -2.45704  0.26602  0.0000
H  1.19882  -1.83082  2.88858  -0.0003
H  0.43140  -3.66995  4.29410  -0.0001
N  1.01841  1.26601  -1.39855  0.0060
C  1.36486  2.16795  -2.02294  0.0036
C  1.76650  3.29855  -2.76769  0.0001
C  0.77792  4.12484  -3.31471  0.0007
C  1.15333  5.27233  -3.98430  -0.0001
C  2.49959  5.59640  -4.10970  0.0009
C  3.47912  4.76462  -3.58184  -0.0001
C  3.12235  3.61239  -2.90849  0.0007
H  -0.26501  3.85611  -3.21141  0.0000
H  0.39861  5.91858  -4.41194  0.0000
H  2.78575  6.50464  -4.62292  0.0000
H  4.52350  5.01812  -3.69980  0.0000
H  3.87243  2.95477  -2.48902  0.0000

Force components x, y, z for each atom (eV/Å):
Zr 0.6577 -1.6702 -1.1107
Se 0.3043 0.1098 0.0227
P 0.5078 -0.4312 -0.1471
Se -0.0609 -0.0079 0.0636
C -0.1824 0.2674 -0.0208
C 0.0091 0.0605 0.0512
C -0.0035 -0.0235 -0.1004
C 0.0021 0.0298 0.0571
C 0.0405 -0.0571 0.0260
C 0.0497 -0.0098 -0.0353
C -0.2910 -0.0075 0.1841
C 0.0420 -0.0498 -0.0562
C 0.0388 -0.0083 0.0285
C 0.0164 0.0125 0.0101
C 0.0067 -0.0554 -0.0652
C 0.0128 0.0082 0.0627
H 0.0340 -0.0836 -0.0263
H -0.0197 -0.0017 0.0071
H 0.0001 -0.0071 -0.0201
H -0.0092 0.0004 -0.0004
H -0.0287 -0.0023 0.0008
H -0.0030 0.0093 0.0065
H 0.0047 -0.0075 -0.0026
H -0.0297 0.0213 -0.0183
H -0.0009 0.0000 0.0033
H 0.0040 0.0287 -0.0561
C -0.0385 -0.0295 -0.0147
C 0.0542 -0.0423 0.0095
C -0.0549 0.0328 0.0466
C 0.1476 -0.1947 -0.0248
C 0.2568 -0.0422 0.0754
C 0.0141 -0.0289 -0.0797
C 0.0540 -0.0308 0.0329
S -1.3298 0.6594 0.3156
O 0.0290 -0.1592 0.3231
C -0.0474 -0.1386 0.0343
C 0.1752 -0.0736 0.1449
C 0.0100 0.1024 -0.0606
C 0.1047 -0.0790 -0.1552
C -0.1501 0.0201 -0.0079
C 0.0144 -0.0599 0.1008
C 0.1201 0.0430 -0.1269
C 0.0018 -0.1144 -0.1120
C 0.0531 0.0788 0.0502
C 0.0473 0.2001 0.1246
C 0.1157 -0.0495 -0.0988
C 0.0917 0.0566 -0.0854
C -0.0851 0.0292 0.1420
C 0.0940 0.0079 0.0861
C 0.0406 0.0266 -0.1307
C -0.0412 -0.1326 -0.0081
C -0.0065 0.0768 0.1717
C 0.1262 0.0258 0.0301
C -0.0191 -0.0084 -0.1499
C -0.0260 0.1841 0.0745
S -0.9724 -0.2282 -0.8773
O -0.1413 0.2470 -0.5585
C 0.1108 0.1967 0.2563
C -0.0254 -0.2073 0.0386
C -0.0819 0.1063 0.0204
C 0.0477 -0.0983 0.0186
C -0.0106 0.0452 0.0176
C -0.0393 0.0192 -0.0264
C -0.1154 -0.0313 0.1593
H -0.0003 0.0358 -0.0178
H 0.0127 0.0105 0.0270
H 0.0412 0.0409 0.0208
H -0.0069 0.0156 -0.0007
H -0.0516 0.0203 0.0476
H -0.0821 -0.0339 -0.0151
H 0.0172 -0.0081 -0.0214
H -0.0691 -0.0487 0.0487
H -0.0162 0.0430 0.0131
H -0.0050 -0.0573 -0.0097
H 0.0133 0.0271 0.0390
H -0.0066 0.0238 0.0195
H -0.0298 -0.0744 -0.0622
H -0.0249 0.0774 0.0612
H -0.0010 0.0225 0.0185
H -0.0089 0.0127 -0.0173
H 0.0194 -0.0149 -0.0006
H -0.0200 -0.0098 0.0038
H -0.0520 0.0035 -0.0321
H 0.0595 0.0195 0.0527
H -0.0193 0.0001 -0.0307
H 0.0144 0.0273 -0.0155
H 0.0242 -0.0070 -0.0071
H 0.0203 0.0013 -0.0227
H -0.0307 -0.0199 0.0139
H 0.0246 0.0642 -0.0347
C -0.1153 -0.4258 -0.3342
Ge 1.3800 2.0395 2.0461
C -0.2964 -0.1688 -0.6920
C 0.0844 0.1227 0.0744
C -0.0750 0.0518 -0.0104
C 0.0126 0.0016 -0.0147
C 0.0561 -0.0731 0.0405
C 0.0243 0.1302 -0.1656
C -0.0177 -0.4871 -0.3286
C -0.0292 -0.0836 0.2010
C -0.0117 0.1136 -0.0244
C -0.0267 0.0072 -0.0615
C 0.1290 -0.1745 0.0595
C -0.0353 0.0363 0.0617
C -0.0179 0.0968 -0.0306
C -0.0102 -0.1372 -0.0033
C 0.0264 0.0445 0.0456
C -0.0218 0.1388 0.0087
H -0.1394 -0.0228 0.0524
H -0.0734 -0.0328 -0.0214
H 0.0052 0.0535 0.0605
H -0.0768 -0.0377 0.0216
H 0.0152 -0.0055 0.0142
H 0.0150 -0.0202 -0.0100
H -0.0021 0.0024 0.0041
H 0.0379 -0.0304 0.0910
H 0.0139 0.0517 -0.0718
H -0.0466 0.0119 0.0169
H 0.0082 0.0018 -0.0197
H -0.0206 -0.0017 0.0125
H -0.0462 0.0032 -0.0049
H 0.0426 -0.0045 -0.0153
H -0.0187 0.0345 0.0693
Br 0.0744 0.1216 -0.1668
C -0.0824 -0.1042 0.1942
C -0.0912 -0.0180 -0.1000
C 0.0195 -0.0232 0.0972
C -0.0439 -0.1731 0.3217
C -0.0700 -0.1608 -0.0160
C 0.0334 0.0000 0.0180
H -0.0132 0.0079 0.0234
H -0.0172 0.0067 0.0032
H 0.0280 0.0228 0.0132
H -0.0121 0.0109 0.0065
N -0.0893 0.4725 -0.1376
C -0.0283 -0.4027 0.1659
C 0.1456 0.5519 -0.3010
C 0.0135 -0.1349 0.0571
C 0.0138 0.0551 -0.0577
C -0.0434 -0.0376 0.0109
C 0.0429 0.0414 -0.0592
C -0.0778 -0.1647 0.1033
H -0.0442 -0.0090 0.0171
H 0.0008 0.0034 0.0229
H 0.0103 -0.0144 -0.0187
H 0.0003 -0.0053 0.0266
H 0.0127 0.0117 0.0056

---

# 2
DFT (ωB97M-V with the def2-TZVPD basis set) results for a molecular structure, C21H18N5O2PtSe.

Energy (hartree): -3755.91169
Relative energy (zero: lowest compared OMol25 entry of this formula, charge and spin) (kcal/mol): 0.3
Charge: +1

Each line ends with the natural charge from an NBO analysis.
Cartesian coordinates (Å):
Pt  0.02459  -0.32634  0.86040  0.7014
O  -4.78738  -1.55804  5.50481  -0.7036
C  -4.83716  -2.02534  4.36117  0.7327
O  -5.59838  -2.80180  3.77176  -0.7052
C  -3.64226  -1.55646  3.46450  0.0073
C  -3.53662  -2.02296  2.15616  -0.2045
C  -2.46510  -1.60903  1.39383  0.2247
N  -1.56013  -0.77692  1.92494  -0.4610
C  -1.63447  -0.30414  3.17583  0.1540
C  -2.68766  -0.68458  3.98129  -0.1858
C  -0.51130  0.59861  3.51599  0.1894
C  -0.42091  1.26629  4.71939  -0.1990
C  0.65935  2.10545  4.95366  -0.1113
C  1.62283  2.25275  3.97057  -0.2363
C  1.48206  1.55291  2.78598  0.0820
N  0.44368  0.74652  2.55466  -0.4514
C  -2.16280  -1.95614  -0.01266  0.1681
C  -3.00871  -2.71281  -0.79982  -0.1982
C  -2.67760  -2.94598  -2.12538  -0.1123
C  -1.50718  -2.40710  -2.63328  -0.2404
C  -0.69771  -1.66381  -1.79596  0.0784
N  -1.00239  -1.44737  -0.51433  -0.4480
H  -4.31585  -2.69528  1.81767  0.2766
H  -2.83032  -0.36226  5.00571  0.2770
H  -1.19429  1.13227  5.46183  0.2546
H  0.74225  2.63555  5.89257  0.2461
H  2.47899  2.89710  4.10642  0.2478
H  2.22010  1.62428  2.00043  0.2294
H  -3.92279  -3.10243  -0.37536  0.2555
H  -3.33386  -3.53184  -2.75440  0.2461
H  -1.22020  -2.54901  -3.66497  0.2442
H  0.21863  -1.21051  -2.14436  0.2177
C  2.73021  -2.58992  1.30857  -0.4093
N  3.00215  -2.47401  -0.12044  -0.3299
C  3.65561  -3.43974  -0.85827  -0.0552
C  3.84771  -2.93715  -2.09410  -0.0484
N  3.30204  -1.67076  -2.10166  -0.3349
C  3.33685  -0.75148  -3.23586  -0.4103
C  2.78667  -1.39213  -0.89110  0.2601
Se  2.03433  0.27343  -0.44428  -0.1384
H  2.64165  -3.64364  1.55806  0.2313
H  1.79903  -2.08307  1.54289  0.2319
H  3.54331  -2.14260  1.87801  0.2280
H  3.92338  -4.39200  -0.43636  0.2514
H  4.31838  -3.36160  -2.96272  0.2499
H  3.56223  -1.32198  -4.13205  0.2305
H  4.10204  0.00692  -3.08361  0.2333
H  2.37215  -0.26174  -3.34060  0.2339

Force components x, y, z for each atom (eV/Å):
Pt -0.0362 0.1824 -0.1412
O -0.0584 0.0235 -0.0513
C 0.1385 -0.1228 0.0233
O -0.0247 0.0703 0.0231
C -0.0611 0.0288 -0.0067
C 0.0206 0.0520 0.0527
C -0.0121 -0.0182 -0.0325
N 0.0644 0.0416 0.0084
C -0.0098 0.0131 0.0142
C -0.0227 -0.0366 -0.0412
C -0.0431 -0.0604 -0.0816
C 0.0429 0.0592 0.0611
C -0.0107 -0.0282 -0.0503
C -0.0407 -0.0272 0.0084
C 0.0522 0.0310 0.0446
N 0.0149 -0.1144 0.0942
C 0.0253 0.0413 0.0436
C -0.0009 -0.0196 -0.0329
C 0.0088 0.0080 0.0139
C -0.0081 -0.0027 0.0246
C 0.0258 -0.0253 -0.0180
N -0.0430 -0.0974 0.0697
H 0.0088 -0.0018 -0.0101
H 0.0081 0.0088 -0.0030
H 0.0033 -0.0025 0.0028
H -0.0044 0.0030 -0.0042
H -0.0034 -0.0021 0.0076
H -0.0184 -0.0097 -0.0262
H 0.0014 0.0008 -0.0040
H 0.0009 0.0021 0.0026
H -0.0030 -0.0038 0.0030
H 0.0155 0.0198 0.0046
C 0.0308 -0.0129 -0.0308
N -0.0289 0.0252 -0.0090
C -0.0036 -0.0109 0.0334
C 0.0143 0.0250 -0.0136
N -0.0339 0.0493 -0.0532
C 0.0024 -0.0146 0.0035
C 0.0652 -0.1020 0.0733
Se -0.0319 0.0163 -0.0164
H 0.0129 -0.0014 -0.0056
H -0.0415 0.0072 0.0069
H 0.0021 0.0099 -0.0044
H -0.0064 0.0078 -0.0027
H -0.0090 0.0052 0.0042
H -0.0020 -0.0069 0.0036
H 0.0072 -0.0046 0.0077
H -0.0079 -0.0053 0.0038